A structure of composition C18H32Cl3O2P2PtSi2, computed with ωB97M-V/def2-TZVPD.

Geometry as XYZ:
```
60
Properties=species:S:1:pos:R:3
Pt 0.133 0.082 0.101
C 2.168 3.184 -0.731
P 1.513 1.564 -1.281
C 1.034 1.993 -2.993
C 3.091 0.655 -1.613
C 2.794 -0.827 -1.863
P 1.932 -1.550 -0.396
C 1.482 -3.204 -1.016
C 3.388 -1.967 0.645
H 2.900 3.575 -1.444
H 2.631 3.084 0.248
H 1.343 3.891 -0.642
H 1.820 2.586 -3.468
H 0.092 2.538 -2.987
H 0.864 1.084 -3.570
H 3.718 0.770 -0.721
H 3.632 1.110 -2.449
H 3.703 -1.390 -2.098
H 2.105 -0.936 -2.706
H 2.332 -3.699 -1.494
H 0.663 -3.092 -1.725
H 1.131 -3.813 -0.182
H 4.098 -2.587 0.090
H 3.062 -2.501 1.537
H 3.887 -1.054 0.970
C 1.378 2.262 2.605
Si 0.455 0.626 2.294
C 1.528 -0.620 3.254
C -1.118 0.748 3.348
C -1.165 1.091 4.703
C -2.369 1.108 5.390
C -3.548 0.778 4.727
C -3.512 0.439 3.383
C -2.304 0.421 2.681
Si -2.083 0.030 0.838
C -2.858 -1.679 0.551
C -3.218 1.245 -0.068
H 1.395 2.472 3.679
H 0.893 3.102 2.103
H 2.417 2.206 2.267
H 1.522 -0.359 4.318
H 2.566 -0.620 2.918
H 1.131 -1.633 3.154
H -0.252 1.348 5.233
H -2.395 1.376 6.440
H -4.491 0.788 5.263
H -4.439 0.189 2.874
H -3.922 -1.683 0.814
H -2.350 -2.433 1.156
H -2.761 -1.971 -0.497
H -4.271 1.080 0.186
H -3.097 1.156 -1.149
H -2.956 2.268 0.214
Cl -2.795 -1.101 -5.087
C -1.449 -1.539 -4.025
Cl -1.727 -3.181 -3.407
Cl 0.071 -1.533 -4.982
C -1.244 -0.478 -2.850
O -1.716 0.627 -3.040
O -0.581 -0.965 -1.903
```

Computed properties:
net charge: -1
energy above the lowest of the compared OMol25 structures with the same formula, charge and spin: 0.000 eV